Entry 1:
Molecular formula: C46H53CsFN9O3S3
Method: DFT, wB97M-V/def2-TZVPD

Calculated values
E_HOMO, eV: 0.12
Spin multiplicity: 1
Net charge: -2
HOMO-LUMO gap, Eh: 0.108
Lowest unoccupied orbital energy, eV: 3.05
ΔE to the lowest compared entry with this formula, charge and spin, kJ/mol: 266.5

Each line ends with the Mulliken charge.
Positions of all 116 atoms, in Å:
Cs1 -0.120 0.592 1.097  1.151
S1 -1.813 -2.178 2.004  -0.525
C1 -3.361 -2.481 1.354  0.136
S2 -3.974 -1.322 0.276  -0.500
C2 -4.083 -3.630 1.706  -0.070
C3 -5.312 -3.964 1.147  0.181
N1 -6.332 -4.312 0.723  -0.704
C4 -3.624 -4.550 2.645  0.222
N2 -3.311 -5.355 3.416  -0.714
C5 -0.086 8.444 1.661  -1.817
C6 -1.487 7.879 1.413  0.582
C7 -2.181 8.710 0.331  -1.000
C8 -3.590 8.185 0.104  -1.064
C9 -3.499 6.736 -0.283  1.273
C10 -4.446 6.186 -1.130  -0.868
C11 -4.349 4.852 -1.489  -0.051
F1 -5.281 4.362 -2.354  -0.412
C12 -3.352 4.046 -1.004  -1.213
C13 -2.384 4.585 -0.148  0.110
C14 -1.336 3.677 0.366  1.643
O1 -1.366 2.480 0.115  -1.225
C15 -0.353 4.335 1.195  -0.263
C16 -0.480 5.642 1.486  -0.428
N3 -1.460 6.477 1.014  0.308
C17 -2.438 5.949 0.201  -0.283
C18 0.918 3.638 1.764  -0.005
O2 1.378 4.160 2.789  -0.812
O3 1.372 2.689 1.112  -0.762
H1 -0.145 9.530 1.722  0.439
H2 0.581 8.174 0.845  0.378
H3 0.334 8.076 2.591  0.502
H4 -2.067 7.975 2.346  0.095
H5 -1.615 8.629 -0.601  0.321
H6 -2.204 9.759 0.639  0.376
H7 -4.090 8.756 -0.682  0.402
H8 -4.182 8.293 1.021  0.321
H9 -5.259 6.789 -1.507  0.468
H10 -3.280 3.003 -1.266  1.038
H11 0.249 6.069 2.154  0.718
C19 3.249 -3.210 -6.736  -1.611
C20 1.798 -3.518 -6.334  2.087
C21 0.873 -3.028 -7.455  -2.152
C22 1.607 -5.035 -6.186  -1.646
C23 1.491 -2.855 -4.995  0.328
C24 0.448 -1.941 -4.817  -0.302
C25 0.263 -1.380 -3.552  -0.897
N4 0.996 -1.664 -2.506  -0.377
C26 1.983 -2.570 -2.635  -0.484
C27 2.260 -3.161 -3.884  0.227
C28 2.692 -2.905 -1.411  -0.614
C29 3.806 -3.762 -1.355  0.191
C30 4.375 -4.108 -0.142  0.313
C31 3.789 -3.574 1.008  -0.216
C32 2.719 -2.694 0.863  -0.828
N5 2.196 -2.356 -0.287  -0.290
C33 5.557 -5.065 -0.105  2.091
C34 6.162 -5.178 1.298  -1.995
C35 6.661 -4.581 -1.058  -1.758
C36 5.058 -6.453 -0.531  -1.675
H12 3.486 -3.683 -7.690  0.452
H13 3.948 -3.576 -5.988  0.305
H14 3.396 -2.135 -6.834  0.380
H15 1.136 -3.516 -8.394  0.445
H16 0.966 -1.952 -7.596  0.367
H17 -0.166 -3.264 -7.231  0.411
H18 1.813 -5.537 -7.132  0.453
H19 0.584 -5.257 -5.888  0.375
H20 2.270 -5.441 -5.426  0.319
H21 -0.218 -1.672 -5.623  0.484
H22 -0.523 -0.654 -3.381  0.624
H23 3.073 -3.870 -3.968  0.215
H24 4.226 -4.156 -2.267  0.264
H25 4.140 -3.831 1.993  0.440
H26 2.252 -2.245 1.733  0.542
H27 6.475 -4.201 1.662  0.314
H28 7.035 -5.830 1.276  0.469
H29 5.445 -5.603 1.998  0.383
H30 6.986 -3.579 -0.780  0.384
H31 6.315 -4.547 -2.088  0.316
H32 7.520 -5.250 -1.008  0.477
H33 4.263 -6.783 0.135  0.391
H34 5.871 -7.178 -0.489  0.420
H35 4.657 -6.433 -1.541  0.349
C37 -3.656 2.465 -4.705  -0.979
N6 -2.356 2.268 -5.273  0.191
C38 -2.072 2.489 -6.668  -0.657
C39 -0.602 2.056 -6.762  -0.348
N7 -0.147 2.275 -5.406  -0.140
C40 -1.215 2.265 -4.536  -0.337
S3 -1.115 2.296 -2.908  -0.011
H36 -4.406 2.055 -5.378  0.296
H37 -3.870 3.520 -4.519  0.317
H38 -3.694 1.932 -3.758  0.306
H39 -2.184 3.553 -6.928  0.296
H40 -2.740 1.898 -7.302  0.392
H41 -0.021 2.661 -7.464  0.324
H42 -0.527 0.999 -7.049  0.097
H43 0.709 1.856 -5.082  0.307
N8 1.489 0.093 3.965  -0.558
C41 2.627 -0.052 3.961  0.328
N9 3.929 -0.199 3.996  0.212
C42 4.777 0.980 4.019  -0.699
C43 6.084 0.656 4.734  -0.703
C44 6.827 -0.442 3.975  -0.776
C45 5.884 -1.603 3.607  -0.077
C46 4.522 -1.483 4.290  -1.063
H44 4.245 1.793 4.523  0.474
H45 4.998 1.303 2.992  0.239
H46 5.886 0.332 5.758  0.309
H47 6.697 1.558 4.789  0.393
H48 7.661 -0.807 4.582  0.278
H49 7.237 -0.014 3.059  0.298
H50 6.329 -2.557 3.893  0.422
H51 5.722 -1.627 2.529  0.109
H52 4.633 -1.625 5.380  0.362
H53 3.854 -2.263 3.917  0.475

---

Entry 2:
Molecular formula: C18H28O16S
Method: DFT, wB97M-V/def2-TZVPD

Calculated values
E_HOMO, eV: -10.37
Spin multiplicity: 1
HOMO-LUMO gap, Eh: 0.391
Lowest unoccupied orbital energy, eV: 0.25
Structure (SMILES): C[C@H]1COC(=O)O1.C[C@H]1COC(=O)O1.C[C@H]1COC(=O)O1.C[C@H]1COC(=O)O1.O=S1(=O)OCCO1

Each line ends with the Mulliken charge.
Positions of all 63 atoms, in Å:
C1 4.114 -0.026 0.425  -1.022
C2 4.314 -0.616 1.940  0.383
C3 3.145 -0.435 2.974  -0.373
O1 2.326 -1.492 2.466  -0.243
C4 3.143 -2.420 1.924  0.528
O2 2.720 -3.433 1.380  -0.571
O3 4.357 -1.977 1.729  -0.369
H1 3.268 0.659 0.375  0.106
H2 3.856 -0.764 -0.335  0.255
H3 4.995 0.513 0.076  0.417
H4 5.192 -0.035 2.222  0.421
H5 2.701 0.558 2.919  0.215
H6 3.429 -0.677 3.998  0.289
C5 -1.139 -1.174 -2.948  -1.473
C6 0.095 -1.594 -2.172  0.535
C7 0.858 -0.356 -1.707  -0.576
O4 0.966 -0.421 -0.283  -0.034
C8 0.189 -1.619 0.117  0.471
O5 -0.131 -2.024 1.205  -0.517
O6 -0.241 -2.206 -0.985  -0.263
H7 -1.955 -1.888 -3.054  0.332
H8 -0.740 -0.852 -3.910  0.411
H9 -1.644 -0.306 -2.523  0.361
H10 0.834 -2.239 -2.648  0.358
H11 0.366 0.597 -1.903  0.185
H12 1.887 -0.348 -2.067  0.247
C9 0.790 7.313 -2.628  -1.303
C10 0.693 6.336 -1.364  0.248
C11 -0.630 5.671 -0.853  -0.344
O7 -0.428 4.333 -1.083  -0.261
C12 0.798 4.094 -1.548  0.631
O8 1.121 2.943 -1.880  -0.581
O9 1.428 5.246 -1.621  -0.336
H13 0.237 8.187 -2.285  0.378
H14 0.512 6.928 -3.609  0.326
H15 1.843 7.593 -2.647  0.358
H16 1.128 6.923 -0.555  0.274
H17 -1.451 6.193 -1.344  0.288
H18 -0.748 5.732 0.229  0.287
C13 -2.234 -6.606 -1.549  -1.381
C14 -2.388 -6.439 -0.037  0.512
C15 -2.134 -5.045 0.578  -0.010
O10 -3.334 -4.888 1.321  -0.380
C16 -4.168 -5.880 1.257  0.695
O11 -5.153 -6.005 1.999  -0.612
O12 -3.680 -6.742 0.361  -0.365
H19 -2.288 -7.675 -1.756  0.361
H20 -1.285 -6.245 -1.946  0.336
H21 -3.095 -6.147 -2.035  0.365
H22 -1.719 -7.158 0.436  0.233
H23 -2.244 -4.225 -0.131  0.009
H24 -1.228 -4.915 1.170  0.228
O13 -2.595 3.161 3.967  -0.529
S1 -2.627 3.318 2.546  1.086
O14 -3.454 4.372 2.028  -0.523
O15 -1.049 3.454 1.973  -0.370
C17 -0.525 2.115 2.005  -0.317
C18 -1.526 1.186 1.390  0.252
O16 -2.758 1.811 1.741  -0.424
H25 0.432 2.143 1.484  0.162
H26 -0.248 1.934 3.044  0.276
H27 -1.567 0.172 1.788  0.245
H28 -1.331 1.389 0.337  0.114

---

Entry 3:
Molecular formula: C34H32Cl2N6O2PRbSSbSe4
Method: DFT, wB97M-V/def2-TZVPD

Calculated values
E_HOMO, eV: -4.95
Spin multiplicity: 1
Net charge: -1
HOMO-LUMO gap, Eh: 0.247
Lowest unoccupied orbital energy, eV: 1.77
ΔE to the lowest compared entry with this formula, charge and spin, kJ/mol: 0.0

Each line ends with the Mulliken charge.
Positions of all 84 atoms, in Å:
Rb1 -0.146 -0.255 0.660  1.018
C1 -4.967 0.343 1.009  -0.748
C2 -5.497 -0.611 0.159  -0.503
C3 -4.765 -1.757 -0.092  -0.767
C4 -3.528 -1.908 0.519  0.609
N1 -3.015 -0.997 1.348  -0.355
C5 -3.723 0.107 1.575  -0.218
C6 -2.721 -3.147 0.278  0.163
C7 -3.362 -4.380 0.270  -0.795
C8 -2.612 -5.519 0.040  -0.833
C9 -1.257 -5.381 -0.187  -0.609
C10 -0.696 -4.110 -0.160  0.018
N2 -1.406 -3.007 0.080  0.415
C11 0.767 -3.942 -0.435  0.353
C12 1.340 -4.590 -1.520  -0.696
C13 2.698 -4.430 -1.753  -0.687
C14 3.432 -3.647 -0.883  -0.781
C15 2.768 -3.043 0.180  0.111
N3 1.463 -3.170 0.405  0.033
H1 -5.494 1.262 1.229  0.469
H2 -6.452 -0.454 -0.324  0.401
H3 -5.121 -2.505 -0.787  0.460
H4 -3.258 0.829 2.235  0.511
H5 -4.425 -4.433 0.462  0.526
H6 -3.077 -6.497 0.049  0.404
H7 -0.627 -6.243 -0.363  0.501
H8 0.722 -5.183 -2.182  0.500
H9 3.170 -4.906 -2.603  0.435
H10 4.496 -3.488 -0.994  0.498
H11 3.336 -2.430 0.871  0.252
Cl1 1.054 7.785 1.896  -0.279
C16 0.904 6.137 1.306  0.022
C17 1.493 5.801 0.075  -0.558
C18 1.392 4.538 -0.424  0.516
Cl2 2.223 4.159 -1.915  -0.138
C19 0.678 3.470 0.250  -0.576
O1 0.588 2.325 -0.221  0.338
C20 0.126 3.869 1.522  0.916
C21 -0.615 2.950 2.356  -0.740
O2 -0.922 1.791 2.116  -0.377
C22 0.245 5.181 2.021  -0.807
H12 2.051 6.546 -0.478  0.451
H13 -0.947 3.396 3.317  0.193
H14 -0.193 5.425 2.981  0.360
C23 -4.461 2.533 -2.043  -0.950
N4 -3.041 2.460 -2.310  0.200
C24 -2.216 3.569 -2.381  -0.802
C25 -0.992 3.126 -2.698  -0.565
N5 -1.072 1.746 -2.807  0.671
C26 -2.356 1.320 -2.598  0.140
S1 -3.035 -0.217 -2.713  -0.376
C27 0.061 0.936 -3.146  0.296
C28 1.030 1.418 -4.017  -1.011
C29 2.103 0.589 -4.283  -0.637
C30 2.158 -0.674 -3.707  -0.379
C31 1.139 -1.039 -2.849  -0.262
N6 0.111 -0.235 -2.560  0.422
H15 -4.973 3.072 -2.841  0.334
H16 -4.628 3.040 -1.093  0.353
H17 -4.844 1.516 -1.990  0.191
H18 -2.566 4.559 -2.156  0.514
H19 -0.052 3.643 -2.752  0.401
H20 0.957 2.400 -4.461  0.574
H21 2.912 0.930 -4.917  0.374
H22 3.004 -1.325 -3.878  0.555
H23 1.158 -1.997 -2.341  -0.017
Se1 5.962 -0.497 -3.077  -0.644
Sb1 5.228 -0.296 -0.822  0.479
Se2 6.055 -1.729 0.911  -0.648
Se3 4.771 2.044 0.100  -0.452
Se4 2.912 0.648 -0.637  0.302
C32 1.077 0.007 5.194  -1.357
P1 1.550 -0.613 3.528  0.760
C33 3.001 0.456 3.205  -0.778
C34 2.399 -2.185 3.995  -1.234
H24 1.930 0.019 5.879  0.366
H25 0.288 -0.616 5.617  0.364
H26 0.686 1.022 5.106  0.312
H27 2.692 1.449 2.870  0.208
H28 3.615 0.039 2.405  -0.087
H29 3.622 0.553 4.101  0.423
H30 3.434 -2.013 4.300  0.346
H31 2.392 -2.877 3.154  0.151
H32 1.870 -2.661 4.823  0.460

---

Entry 4:
Molecular formula: C5H11N2OS
Method: DFT, wB97M-V/def2-TZVPD

Calculated values
E_HOMO, eV: -13.20
Spin multiplicity: 1
Net charge: +1
HOMO-LUMO gap, Eh: 0.358
Lowest unoccupied orbital energy, eV: -3.47
ΔE to the lowest compared entry with this formula, charge and spin, kJ/mol: 174.3
Structure (SMILES): C[C@]1(/[NH+]=C\O)NCCS1

Each line ends with the Mulliken charge.
Positions of all 20 atoms, in Å:
C1 -0.348 1.532 1.613  -1.453
C2 -0.142 0.724 0.353  0.775
N1 -1.528 0.867 -0.583  -0.103
C3 -1.923 0.030 -1.468  0.032
O1 -1.424 -1.165 -1.563  -0.507
N2 0.038 -0.674 0.555  -0.590
C4 1.339 -1.411 0.389  -0.476
C5 1.948 -0.615 -0.805  -0.547
S1 1.278 1.145 -0.753  -0.084
H1 0.261 2.417 1.692  0.353
H2 -0.259 0.989 2.462  0.411
H3 -1.297 1.891 1.524  0.473
H4 -1.712 1.777 -0.505  0.160
H5 -2.761 0.200 -2.001  0.482
H6 -0.678 -1.376 -0.833  0.482
H7 -0.523 -0.977 1.380  0.198
H8 1.095 -2.464 -0.111  0.266
H9 2.024 -1.308 1.284  0.358
H10 3.006 -0.501 -0.854  0.461
H11 1.607 -1.081 -1.776  0.307

---

Entry 5:
Molecular formula: C48H36CrF5N2O5P2S2Se2
Method: DFT, wB97M-V/def2-TZVPD

Calculated values
E_HOMO (alpha / beta), eV: -4.41 / -4.44
Spin multiplicity: 5
<S²>: 6.0163
Net charge: -1
HOMO-LUMO gap (alpha / beta), Eh: 0.228 / 0.225
Lowest unoccupied orbital energy (alpha / beta), eV: 1.78 / 1.69
ΔE to the lowest compared entry with this formula, charge and spin, kJ/mol: 7.8

Each line ends with the Löwdin spin population.
Positions of all 103 atoms, in Å:
Cr1 0.752 0.321 0.011  3.767
O1 1.480 3.633 -1.727  0.001
S1 1.193 3.720 -0.317  0.005
O2 1.959 4.676 0.446  0.000
O3 1.170 2.396 0.350  0.031
C1 -0.506 4.302 -0.213  0.001
C2 -0.646 5.689 -0.207  0.000
C3 -1.897 6.276 -0.192  0.000
C4 -3.032 5.474 -0.183  0.000
C5 -2.892 4.100 -0.179  0.001
C6 -1.637 3.485 -0.190  0.004
P1 -1.617 1.635 -0.110  0.030
C7 -2.953 1.239 -1.282  0.004
C8 -2.581 1.247 -2.625  0.001
C9 -3.508 0.937 -3.607  0.000
C10 -4.808 0.603 -3.256  0.001
C11 -5.183 0.596 -1.921  0.000
C12 -4.259 0.920 -0.937  0.001
C13 -2.353 1.386 1.555  0.003
C14 -2.364 2.393 2.521  0.001
C15 -2.783 2.127 3.817  0.000
C16 -3.188 0.848 4.172  0.002
C17 -3.170 -0.164 3.221  0.000
C18 -2.754 0.102 1.925  0.002
H1 0.251 6.292 -0.206  0.000
H2 -1.987 7.355 -0.188  0.000
H3 -4.020 5.916 -0.173  0.000
H4 -3.782 3.481 -0.165  0.000
H5 -1.558 1.481 -2.901  0.000
H6 -3.205 0.933 -4.646  0.000
H7 -5.525 0.334 -4.021  0.000
H8 -6.193 0.325 -1.640  0.000
H9 -4.560 0.898 0.104  0.000
H10 -2.043 3.395 2.266  0.000
H11 -2.783 2.923 4.552  0.000
H12 -3.517 0.641 5.183  0.000
H13 -3.472 -1.171 3.483  0.000
H14 -2.704 -0.693 1.191  0.000
O4 0.354 0.475 7.044  0.000
C19 0.087 -0.665 6.246  0.002
C20 0.412 -0.364 4.810  0.009
C21 0.476 0.931 4.330  -0.002
C22 0.659 1.132 2.973  0.012
N1 0.795 0.122 2.115  0.003
C23 0.820 -1.136 2.582  0.011
C24 0.613 -1.413 3.920  -0.002
C25 1.111 -2.195 1.569  0.008
C26 1.359 -3.504 1.934  -0.001
C27 1.664 -4.436 0.946  0.007
C28 1.955 -5.866 1.315  0.001
O5 2.795 -5.981 2.455  0.000
C29 1.693 -4.004 -0.365  -0.001
C30 1.412 -2.678 -0.653  0.010
N2 1.150 -1.785 0.294  0.004
H15 0.180 0.254 7.962  0.000
H16 -0.976 -0.935 6.300  0.001
H17 0.670 -1.530 6.576  0.000
H18 0.356 1.777 4.990  0.000
H19 0.690 2.118 2.529  0.000
H20 0.587 -2.434 4.272  0.000
H21 1.334 -3.813 2.968  0.000
H22 2.384 -6.387 0.454  0.000
H23 1.024 -6.372 1.579  0.000
H24 3.540 -5.381 2.335  0.000
H25 1.928 -4.678 -1.178  0.000
H26 1.402 -2.305 -1.669  0.001
Se1 1.225 0.254 -2.509  0.010
P2 3.373 0.354 -2.083  0.010
Se2 3.966 0.283 -0.033  0.031
C31 4.146 -1.021 -3.022  0.002
C32 3.636 -1.409 -4.259  0.000
C33 4.221 -2.446 -4.968  0.000
C34 5.321 -3.115 -4.444  0.000
C35 5.829 -2.738 -3.210  0.000
C36 5.244 -1.696 -2.502  0.002
C37 4.006 1.848 -2.916  0.001
C38 4.889 2.699 -2.268  0.001
C39 5.352 3.841 -2.908  0.000
C40 4.938 4.135 -4.196  0.000
C41 4.047 3.289 -4.846  0.000
C42 3.578 2.156 -4.206  0.000
H27 2.757 -0.920 -4.659  -0.001
H28 3.809 -2.740 -5.925  0.000
H29 5.772 -3.931 -4.993  0.000
H30 6.682 -3.257 -2.791  0.000
H31 5.624 -1.404 -1.531  0.001
H32 5.188 2.473 -1.253  0.001
H33 6.026 4.510 -2.387  0.000
H34 5.291 5.032 -4.690  0.000
H35 3.700 3.524 -5.844  0.000
H36 2.847 1.527 -4.699  0.000
F1 -6.490 -4.508 1.584  0.000
C43 -5.413 -3.954 1.001  0.001
C44 -5.475 -3.489 -0.301  0.000
F2 -6.629 -3.596 -0.980  0.000
C45 -4.366 -2.914 -0.893  0.002
F3 -4.513 -2.488 -2.153  0.000
C46 -3.136 -2.764 -0.237  0.003
S2 -1.763 -1.981 -0.951  0.015
C47 -3.124 -3.259 1.073  0.001
F4 -1.998 -3.184 1.813  0.000
C48 -4.220 -3.834 1.688  0.000
F5 -4.135 -4.276 2.956  0.000

---

Strongest force on any atom? In order: 0.06638, 0.10035, 0.01351, 0.10588, 0.01314 Eh/bohr.